[1]
{"formula": "C30H55F5N10OSZr", "method": "the ωB97M-V functional and the def2-TZVPD basis", "total_charge": 2, "mol_weight_g_mol": 790.12, "e_homo_ha": -0.464, "orbital_gap_ev": 7.305, "lumo_ev": -5.32, "total_energy_ha": -2743.09726, "e_above_lowest_kj_mol": 0.0, "elements": ["Zr", "C", "N", "C", "C", "N", "C", "C", "N", "C", "C", "N", "C", "N", "C", "C", "N", "C", "C", "C", "C", "N", "C", "N", "C", "C", "N", "C", "C", "N", "C", "C", "H", "H", "H", "H", "H", "H", "H", "H", "H", "H", "H", "H", "H", "H", "H", "H", "H", "H", "H", "H", "H", "H", "H", "H", "H", "H", "H", "H", "H", "H", "H", "H", "H", "H", "H", "H", "H", "H", "H", "H", "H", "H", "H", "H", "H", "H", "H", "H", "F", "C", "C", "F", "C", "F", "C", "S", "C", "F", "C", "F", "C", "C", "C", "O", "H", "H", "H", "H", "H", "H", "H"], "xyz": [[-0.07028, 0.15519, 0.01201], [-1.07560, 0.38564, 4.94864], [0.08382, -0.37459, 4.50851], [0.86074, -0.92819, 5.61607], [0.41865, -0.59976, 3.21984], [0.28990, 0.34416, 2.25345], [0.56894, 1.71925, 2.74816], [0.19781, 2.77378, 1.72807], [0.71887, 2.39753, 0.40015], [2.19872, 2.57670, 0.37388], [2.88393, 1.23857, 0.35560], [2.31512, 0.47002, -0.75563], [3.21404, -0.05017, -1.58942], [4.52370, -0.24049, -1.21764], [4.87419, -0.94247, 0.00023], [5.64332, 0.09810, -2.07872], [2.93528, -0.34091, -2.87300], [1.77804, 0.17603, -3.56484], [3.68183, -1.33502, -3.63735], [0.12980, 3.21260, -0.67751], [-1.38367, 3.07364, -0.76123], [-1.84951, 1.80234, -0.17473], [-3.18281, 1.76350, -0.06443], [-3.80849, 1.09743, 0.92985], [-5.08262, 0.42128, 0.72203], [-3.15262, 0.76825, 2.16620], [-3.99565, 2.46087, -0.90306], [-3.81563, 2.47161, -2.34446], [-5.22559, 3.09733, -0.44652], [0.92769, -1.81832, 2.93965], [2.16322, -1.96062, 2.17810], [0.54057, -2.99283, 3.72138], [-1.66003, -0.23974, 5.62585], [-0.78253, 1.28797, 5.49000], [-1.69487, 0.64988, 4.10161], [1.04079, -0.12420, 6.32986], [0.32855, -1.73300, 6.12438], [1.82211, -1.28979, 5.26262], [0.02744, 1.96535, 3.65790], [1.63298, 1.78558, 2.99834], [-0.88125, 2.87053, 1.65412], [0.60040, 3.74955, 2.02040], [2.45805, 3.12459, -0.53192], [2.51239, 3.18532, 1.22473], [3.95913, 1.38851, 0.25447], [2.72824, 0.72662, 1.31213], [3.97876, -1.17697, 0.56231], [5.38549, -1.88006, -0.23706], [5.53767, -0.34403, 0.63096], [5.29992, 0.67603, -2.93276], [6.34948, 0.71314, -1.51642], [6.17660, -0.78531, -2.43901], [1.48537, 1.14344, -3.16602], [2.02715, 0.29725, -4.61872], [0.94642, -0.52652, -3.49795], [4.28180, -1.95404, -2.97724], [2.97033, -1.97987, -4.15493], [4.32331, -0.86496, -4.38365], [0.39063, 4.26703, -0.52997], [0.61114, 2.88785, -1.60255], [-1.87249, 3.91361, -0.25982], [-1.63171, 3.16785, -1.81951], [-5.87076, 0.85961, 1.33613], [-5.36355, 0.46999, -0.32543], [-4.96000, -0.62965, 0.98654], [-2.27652, 1.39541, 2.28257], [-3.83712, 0.94511, 2.99935], [-2.84411, -0.28473, 2.19178], [-3.01010, 1.80141, -2.62669], [-4.73219, 2.11319, -2.81887], [-3.60696, 3.47565, -2.72021], [-5.24467, 3.13902, 0.63803], [-5.25531, 4.11656, -0.83381], [-6.11415, 2.57031, -0.79984], [3.01654, -1.57741, 2.74569], [2.32646, -3.01903, 1.98847], [2.09136, -1.47244, 1.21447], [-0.40391, -2.80774, 4.22515], [0.40587, -3.82714, 3.03684], [1.29644, -3.27086, 4.45749], [-2.77523, -0.80297, -6.20971], [-2.66205, -0.90510, -4.89715], [-1.72120, -0.15233, -4.21553], [-0.92449, 0.69959, -4.85539], [-1.63417, -0.29935, -2.84658], [-0.69360, 0.50972, -2.21341], [-2.42613, -1.13162, -2.07618], [-2.33418, -1.27380, -0.33229], [-3.36143, -1.87467, -2.80309], [-4.17336, -2.70851, -2.16628], [-3.48311, -1.76839, -4.18050], [-4.38287, -2.48990, -4.82141], [-0.01834, -3.86330, 0.32587], [0.44211, -2.96369, -0.80944], [1.77087, -3.39436, -1.39408], [0.54130, -1.59543, -0.39457], [-0.57510, -4.71164, -0.07243], [-0.68913, -3.32966, 0.99585], [0.82767, -4.26488, 0.88611], [-0.32345, -2.97343, -1.59384], [2.55667, -3.34678, -0.63665], [2.04714, -2.75587, -2.22967], [1.71785, -4.42299, -1.75274]]}


[2]
{"formula": "C16H30FeI2N2O3S3V", "method": "the ωB97M-V functional and the def2-TZVPD basis", "total_charge": 4, "spin_multiplicity": 8, "mol_weight_g_mol": 755.23, "e_homo_ha": [-0.736, -0.737], "orbital_gap_ev": [5.661, 3.979], "lumo_ev": [-14.37, -16.07], "total_energy_ha": -4958.75152, "elements": ["I", "I", "Fe", "V", "S", "S", "C", "C", "C", "C", "C", "C", "C", "C", "C", "C", "C", "O", "O", "O", "H", "H", "H", "H", "H", "H", "H", "H", "H", "H", "H", "H", "H", "H", "H", "H", "H", "H", "C", "N", "C", "C", "S", "N", "C", "C", "H", "H", "H", "H", "H", "H", "H", "H", "H", "H", "H", "H"], "xyz": [[1.85531, 2.90692, 3.40558], [3.12209, 4.59826, 1.87467], [1.65485, 0.87399, -1.16884], [-0.07876, -0.27973, 0.06110], [-0.15496, 1.84143, -0.82810], [2.31415, -0.47830, 0.35638], [-1.60947, -0.59060, -0.92813], [-0.55897, 3.94201, -0.71787], [2.82987, -2.23701, -0.04815], [0.59134, 4.68504, -1.34994], [-1.85014, 4.02901, -1.51797], [-0.73946, 4.15162, 0.76265], [4.23022, -2.16273, -0.64893], [1.84184, -2.84635, -1.02609], [2.84674, -2.97515, 1.29233], [1.73598, 1.55156, -3.05972], [1.80299, 0.12381, -2.86754], [-2.72717, -0.52291, -1.30353], [1.74792, 2.46290, -3.83645], [1.76628, -0.81205, -3.64763], [0.81068, 4.31825, -2.36259], [1.50574, 4.59363, -0.74585], [0.34071, 5.75642, -1.42944], [-1.68196, 3.73465, -2.56168], [-2.22075, 5.06257, -1.49162], [-2.62133, 3.37194, -1.09534], [-1.48034, 3.45227, 1.17632], [-1.04402, 5.19039, 0.96728], [0.20720, 3.97859, 1.29525], [4.58532, -3.17583, -0.87183], [4.93171, -1.69906, 0.05231], [4.22952, -1.58779, -1.58303], [2.14048, -3.88643, -1.20464], [1.83693, -2.31436, -1.98866], [0.82052, -2.83739, -0.61804], [3.18129, -4.00646, 1.13013], [1.85488, -2.98964, 1.76095], [3.54017, -2.48974, 1.98900], [-2.01148, -3.56808, -0.43762], [-2.86707, -3.07796, 0.63658], [-4.01726, -3.93939, 0.92956], [-2.42232, -2.17600, 1.53965], [-0.73906, -1.78806, 1.72582], [-3.29105, -1.52914, 2.34070], [-4.70609, -1.45626, 1.99639], [-2.81370, -0.48298, 3.24013], [-2.58965, -4.29848, -1.00899], [-1.11226, -4.04049, -0.03847], [-1.72609, -2.75592, -1.10987], [-4.14258, -4.12161, 2.00567], [-4.95213, -3.54338, 0.50296], [-3.84115, -4.90640, 0.44484], [-5.24757, -2.32143, 2.38650], [-5.12114, -0.57458, 2.48773], [-4.84730, -1.37281, 0.91421], [-1.97676, -0.85022, 3.83818], [-2.50453, 0.42129, 2.69348], [-3.64594, -0.23155, 3.90223]]}